DFT (wB97M-V/def2-TZVPD) results for 3 unconnected molecules or ions with the total composition C25H58B2F3N3O4P.

```
! wB97M-V def2-TZVPD RIJCOSX def2/J DEFGRID3
* xyz -1 1
C -2.0576 3.4505 -0.0445
C -2.8616 2.7568 1.0815
B -2.3229 1.2833 1.4077
O -1.8069 1.1205 2.7136
B -2.1821 0.0346 0.1990
C -3.3901 -0.0247 -0.9044
C -4.7930 0.1409 -0.3464
O -5.6516 -0.9421 -0.7596
C -6.9710 -0.6915 -0.4286
C -7.8003 -1.9139 -0.7391
F -7.7134 -2.2902 -2.0185
F -7.4687 -2.9678 0.0092
F -9.1045 -1.6588 -0.4908
O -0.8944 0.4763 -0.5149
C 0.1325 -0.2086 0.1178
C 1.4751 -0.1283 -0.6535
N 1.4639 0.9537 -1.6406
C -0.4670 -1.6038 0.4606
P -0.4653 -3.1032 -0.7036
C 0.9517 -4.1319 -0.0593
C 2.2333 -3.4835 0.4954
C 0.2080 -2.6489 -2.3716
C -0.5979 -1.5436 -3.0596
O -1.8120 -1.3158 0.7281
H -1.0389 3.0594 -0.1133
H -1.9915 4.5326 0.1133
H -2.5069 3.2813 -1.0257
H -3.9140 2.6933 0.7759
H -2.8399 3.3724 1.9935
H -1.1495 1.8021 2.9143
H -3.1946 0.7463 -1.6605
H -3.3497 -0.9945 -1.4153
H -5.2696 1.0744 -0.6873
H -4.7861 0.1513 0.7560
H -7.1000 -0.4818 0.6447
H -7.3993 0.1428 -1.0075
H 0.3375 0.2376 1.1142
H 1.7368 -1.0586 -1.1550
H 2.2592 0.0368 0.1038
H 1.5180 1.8473 -1.1677
H 2.2137 0.8855 -2.3147
H 0.0085 -1.9861 1.3816
H 0.5019 -4.7575 0.7179
H 1.2033 -4.8164 -0.8777
H 3.1323 -3.9929 0.1347
H 2.3224 -2.4343 0.2214
H 2.2586 -3.5258 1.5868
H 0.1059 -3.5783 -2.9481
H 1.2772 -2.4099 -2.3772
H -0.3383 -1.4883 -4.1239
H -1.6679 -1.7619 -3.0014
H -0.4267 -0.5660 -2.6032
C 3.6698 -1.4102 -3.6759
C 2.8848 -1.3271 -4.9732
N 3.2073 -0.1476 -5.7607
C 2.2526 0.1179 -6.8217
C 2.1429 -0.8996 -7.9643
C 4.6087 0.0236 -6.0987
C 5.2998 -1.1013 -6.8826
H 3.5300 -0.5003 -3.0926
H 3.3068 -2.2527 -3.0862
H 4.7398 -1.5591 -3.8308
H 1.8216 -1.2615 -4.7271
H 3.0141 -2.2686 -5.5321
H 2.4862 1.1020 -7.2391
H 1.2718 0.2135 -6.3474
H 2.9932 -0.8499 -8.6446
H 1.2423 -0.6978 -8.5476
H 2.0671 -1.9204 -7.5872
H 5.1617 0.1815 -5.1699
H 4.6932 0.9615 -6.6549
H 5.0478 -2.0821 -6.4761
H 6.3839 -0.9870 -6.8150
H 5.0329 -1.0976 -7.9388
C 2.1051 0.1313 7.2295
C 1.6092 1.4703 7.7534
N 1.2446 2.3953 6.6950
C 1.0430 3.7551 7.1590
C -0.1206 4.0283 8.1210
C 0.2689 1.8969 5.7330
C -1.0948 1.4376 6.2588
H 2.9305 0.2739 6.5306
H 2.4559 -0.4826 8.0607
H 1.3193 -0.4262 6.7200
H 2.4118 1.9476 8.3247
H 0.7911 1.2867 8.4694
H 0.9318 4.3910 6.2761
H 1.9730 4.0683 7.6454
H -1.0848 3.9964 7.6161
H -0.0088 5.0230 8.5583
H -0.1432 3.3084 8.9405
H 0.7245 1.0683 5.1876
H 0.1210 2.6844 4.9886
H -1.0004 0.8245 7.1575
H -1.5900 0.8383 5.4931
H -1.7520 2.2753 6.4901
*
```

Results
E_HOMO, eV: -3.72
Frontier orbital gap, eV: 6.3

DFT (wB97M-V/def2-TZVPD) results for a molecular structure, C25H59B2BrClN3O9P3S at a distorted geometry.

```
! wB97M-V def2-TZVPD RIJCOSX def2/J DEFGRID3
* xyz 1 1
C -5.0905 -2.7136 -0.6451
C -4.6064 -1.5655 0.2348
P -4.0315 -0.0685 -0.6586
C -3.0690 0.9113 0.5692
C -3.9018 2.0735 1.1099
C -2.8724 -0.6399 -1.9871
C -1.4321 -1.0959 -1.5516
B -1.3933 -2.6738 -1.2022
O -1.7580 -2.9545 0.1196
N -1.0843 -3.7672 -2.0737
C -2.1090 -4.0683 -3.0900
C -0.8250 -5.0111 -1.3227
C -0.3393 -0.2733 -2.3378
O -0.0953 0.8395 -1.4692
C 1.2377 1.0317 -1.0282
C 1.7001 -0.0047 -0.0132
N 3.0984 0.2920 0.2862
C 3.6665 -0.5052 1.3632
C 3.2738 -0.1292 2.7933
C 3.2466 1.3615 3.0754
O 2.0184 -0.7119 3.1910
B 0.9349 -1.0040 -3.0663
O 1.7098 -0.1679 -3.8313
O 1.3473 -2.3096 -2.9107
C -1.1840 0.2774 -3.5239
Br -1.0611 -1.3588 -4.7900
C -0.7200 1.4261 -4.4413
C 0.2036 2.5356 -3.9141
C -0.3881 3.5545 -2.9371
S 0.9290 4.6420 -2.2973
N -2.6880 0.3105 -3.1821
Cl -3.1455 1.9672 -2.6495
P -3.8155 -0.3438 -4.4754
C -5.5314 -0.6137 -3.9260
C -6.4711 0.5514 -3.5293
C -3.8508 0.7327 -5.9447
C -4.3647 2.1794 -5.8685
H -5.3851 -3.5691 -0.0388
H -4.3333 -3.0754 -1.3438
H -5.9736 -2.4359 -1.2242
H -3.8493 -1.9363 0.9263
H -5.4483 -1.2261 0.8416
H -2.1498 1.2409 0.0809
H -2.7676 0.2420 1.3797
H -3.2389 2.8092 1.5682
H -4.4208 2.5854 0.2997
H -4.6045 1.7604 1.8785
H -3.3509 -1.5627 -2.3148
H -1.3670 -0.6517 -0.5575
H -1.0997 -2.6983 0.7726
H -2.7613 -4.8853 -2.7722
H -2.7209 -3.2108 -3.3650
H -1.6292 -4.4020 -4.0151
H -1.7369 -5.4311 -0.8919
H -0.0817 -4.8538 -0.5463
H -0.4509 -5.7546 -2.0298
H 1.2298 1.9863 -0.4939
H 1.9778 1.1768 -1.8154
H 1.6978 -1.0148 -0.4409
H 1.0729 0.0529 0.8832
H 3.2203 1.2830 0.4484
H 3.4616 -1.5645 1.1785
H 4.7538 -0.4104 1.2986
H 4.0322 -0.5723 3.4502
H 3.8269 1.9256 2.3447
H 3.5954 1.5943 4.0771
H 2.2168 1.7141 2.9738
H 2.0361 -1.6187 2.8761
H 2.6157 -0.4959 -3.8264
H 1.7068 -2.4875 -2.0377
H -1.5939 1.9117 -4.8807
H -0.1994 0.9763 -5.2791
H 0.4882 3.1104 -4.7998
H 1.1294 2.1588 -3.4944
H -1.1488 4.1612 -3.4283
H -0.8393 3.0801 -2.0737
H 0.7973 4.3691 -0.9956
H -5.9525 -1.1324 -4.7915
H -5.5007 -1.3372 -3.1139
H -5.9692 1.5094 -3.4358
H -6.9207 0.3436 -2.5596
H -7.2871 0.6407 -4.2448
H -4.4469 0.1779 -6.6731
H -2.8285 0.7701 -6.3242
H -4.4214 2.5998 -6.8737
H -5.3620 2.2568 -5.4448
H -3.6675 2.8110 -5.3215
C 4.7052 0.7977 9.2527
O 5.8538 1.5745 8.8779
P 6.7128 1.0809 7.6389
O 5.9626 1.1630 6.3834
O 6.9286 -0.4672 8.0606
C 7.3018 -0.8501 9.3818
O 8.2558 1.3699 7.4423
C 8.6547 2.4819 6.6103
H 3.8975 1.5018 9.4346
H 4.4145 0.1035 8.4680
H 4.9208 0.2547 10.1705
H 6.6188 -1.6281 9.7220
H 7.2599 -0.0139 10.0806
H 8.3140 -1.2521 9.3625
H 8.0325 3.3588 6.7756
H 8.5938 2.1802 5.5676
H 9.6837 2.7178 6.8656
*
```

Results
Energy relative to the best compared isomer or geometry (same formula, charge and spin), kcal per mole: 0.0
E_HOMO, eV: -10.90
Frontier orbital gap, eV: 7.2

DFT (wB97M-V/def2-TZVPD) results for 5 unconnected molecules or ions with the total composition C25H59F3NO4P at a distorted geometry.

```
! wB97M-V def2-TZVPD RIJCOSX def2/J DEFGRID3
* xyz 0 1
N -1.7397 1.1103 4.0617
O -2.5967 1.1211 2.9901
P -2.3875 2.4825 2.0040
O -2.4739 3.7825 2.8054
O -3.7673 2.5016 0.9971
O -1.0721 2.4008 0.9271
C 0.1319 2.8602 1.4744
F 0.1830 4.2150 1.7469
F 0.5647 2.1735 2.5968
F 1.1102 2.6359 0.4820
H -1.4471 0.1492 4.2921
H -2.1218 1.5906 4.8824
H -4.4724 2.8581 1.5879
C 2.6285 -2.5896 6.7460
C 2.1010 -3.2009 5.4543
C 2.8743 -2.7585 4.2118
C 2.8229 -1.2577 3.9081
C 1.4217 -0.6738 3.7271
C 0.6642 -1.2734 2.5490
H 2.5292 -1.5020 6.7465
H 2.0671 -2.9733 7.6014
H 3.6821 -2.8408 6.8939
H 1.0364 -2.9697 5.3463
H 2.1702 -4.2911 5.5337
H 2.4986 -3.3176 3.3480
H 3.9242 -3.0516 4.3248
H 3.4051 -1.0717 2.9985
H 3.3322 -0.7084 4.7065
H 1.5158 0.4025 3.5671
H 0.8345 -0.7977 4.6432
H 1.2155 -1.1270 1.6161
H -0.3107 -0.7891 2.4420
H 0.4887 -2.3432 2.6822
C -1.5136 -0.5005 -0.8373
C -1.3093 -1.2254 -2.1600
C 0.1590 -1.3281 -2.5720
C 0.8670 0.0082 -2.8172
C 0.2248 0.9049 -3.8760
C 0.2074 0.2824 -5.2658
H -1.1798 0.5377 -0.8916
H -2.5740 -0.4940 -0.5712
H -0.9662 -0.9987 -0.0319
H -1.8952 -0.7347 -2.9435
H -1.7139 -2.2390 -2.0661
H 0.2269 -1.9464 -3.4736
H 0.7077 -1.8709 -1.7941
H 1.9025 -0.2009 -3.1094
H 0.9286 0.5642 -1.8757
H 0.7888 1.8421 -3.9217
H -0.7943 1.1746 -3.5818
H 1.2208 0.0394 -5.5967
H -0.2220 0.9829 -5.9864
H -0.3927 -0.6295 -5.2936
C -2.3269 5.0016 -1.1743
C -3.7973 4.8008 -1.5157
C -4.3261 5.8038 -2.5413
C -4.2896 7.2707 -2.1013
C -5.0506 7.5868 -0.8135
C -6.5450 7.3097 -0.9106
H -2.1515 5.9735 -0.7082
H -1.9947 4.2324 -0.4722
H -1.7057 4.9303 -2.0715
H -4.3952 4.8372 -0.5997
H -3.9235 3.7918 -1.9229
H -5.3531 5.5280 -2.8036
H -3.7444 5.7064 -3.4651
H -4.6972 7.8829 -2.9141
H -3.2486 7.5877 -1.9816
H -4.9079 8.6469 -0.5804
H -4.6277 7.0286 0.0274
H -6.9966 7.8873 -1.7217
H -7.0416 7.5938 0.0207
H -6.7501 6.2513 -1.0849
C 5.7030 -6.0245 -2.7833
C 5.1254 -6.0162 -1.3739
C 3.7405 -6.6574 -1.2803
C 2.6407 -5.9618 -2.0886
C 2.4145 -4.4875 -1.7527
C 1.9628 -4.2571 -0.3172
H 5.0926 -5.4364 -3.4719
H 6.7074 -5.5940 -2.7815
H 5.7740 -7.0449 -3.1692
H 5.0996 -4.9902 -0.9934
H 5.8063 -6.5684 -0.7174
H 3.4453 -6.7010 -0.2265
H 3.8087 -7.6986 -1.6157
H 1.7036 -6.5090 -1.9345
H 2.8653 -6.0489 -3.1566
H 1.6459 -4.0947 -2.4259
H 3.3209 -3.9067 -1.9500
H 1.0358 -4.7984 -0.1087
H 1.7762 -3.1931 -0.1488
H 2.7195 -4.5779 0.4020
*
```

Results
Energy relative to the best compared isomer or geometry (same formula, charge and spin), kcal per mole: 36.8
E_HOMO, eV: -10.35
SMILES: NO[P@](=O)(O)OC(F)(F)F.CCCCCC.CCCCCC.CCCCCC.CCCCCC
Frontier orbital gap, eV: 10.6